# 1
This record from the Open Molecules 2025 dataset describes a molecular structure, C10H20FN2O8S at a distorted geometry. The level of theory is ωB97M-V/def2-TZVPD.

Charge: +1
Frontier orbital gap in Eh: 0.379
Highest occupied orbital energy in eV: -13.2

The geometry in XYZ format:
```
42
Properties=species:S:1:pos:R:3:forces:R:3:mulliken_charge:R:1
O -0.35618 -7.36728 3.22248 -0.3 0.7 -6.0 -0.433
C -0.40761 -7.25209 1.97653 -0.3 -0.4 4.3 0.641
F -1.70090 -7.05120 1.36069 3.4 -0.6 0.7 -0.224
N 0.79687 -7.26551 1.09568 -2.8 2.6 0.5 -0.344
C 1.65233 -6.11271 1.57906 4.1 -0.9 2.1 0.276
O 2.74079 -6.36508 2.14529 -4.8 1.6 -2.5 -0.420
C 1.03252 -4.64886 1.35664 -2.0 0.2 0.0 0.061
C 0.68946 -3.72708 2.63149 0.9 -1.3 0.1 -0.221
O -0.16149 -2.67877 2.01425 1.6 -0.5 -2.3 -0.334
S 0.50662 -2.44809 0.45884 2.2 1.3 -5.2 1.145
O 1.31213 -1.20655 0.22698 -1.2 -6.6 2.3 -0.585
O -0.36808 -2.77789 -0.71982 1.1 0.8 4.3 -0.589
O 1.65010 -3.72901 0.41682 -1.4 0.6 1.8 -0.381
H 0.44220 -6.91605 0.17367 0.3 -0.8 0.6 0.350
H -0.02352 -4.78510 0.88530 1.5 -0.5 1.0 0.316
H 1.58263 -3.14768 3.08269 -1.3 -1.5 -0.6 0.260
H 0.11861 -4.41281 3.36675 0.6 1.8 -1.0 0.343
C 1.34947 1.26654 0.84609 -0.1 0.1 -0.3 -0.803
O 0.38228 0.57976 0.05840 -2.0 3.3 -0.1 -0.144
C -0.81145 1.29446 -0.22454 0.5 -0.2 -0.1 -0.580
C -0.68323 2.10715 -1.51090 -0.3 0.0 0.1 -0.726
N 0.21212 3.30518 -1.35353 0.5 0.0 -0.3 0.030
C -0.23601 4.41517 -0.44323 -0.2 0.0 0.1 -0.532
C -1.48390 5.13541 -0.95003 0.3 0.5 -0.1 -0.510
O -1.19877 5.98373 -2.04780 -0.3 -0.3 0.3 -0.399
C -1.22511 5.38061 -3.33206 0.2 0.1 0.1 -0.668
H 1.82799 0.54532 1.50221 0.0 0.1 0.0 0.304
H 2.11900 1.67725 0.18195 0.2 0.1 0.2 0.308
H 0.90713 2.06381 1.45112 -0.1 0.0 0.0 0.326
H -1.14049 1.89074 0.63288 0.0 0.1 -0.1 0.357
H -1.58717 0.54059 -0.39178 0.1 0.1 -0.1 0.398
H -1.65321 2.46124 -1.86250 0.1 0.0 0.0 0.396
H -0.22126 1.50337 -2.29457 -0.1 -0.1 0.1 0.442
H 0.39954 3.70321 -2.27885 -0.2 0.0 0.1 0.296
H 1.13296 2.97406 -1.04788 -0.2 0.0 0.2 0.305
H 0.60734 5.10823 -0.39581 -0.2 0.0 0.1 0.421
H -0.39676 3.98524 0.54613 0.0 0.0 -0.1 0.329
H -1.82924 5.79036 -0.14472 0.1 -0.1 0.0 0.387
H -2.31472 4.45755 -1.17116 0.1 -0.1 0.0 0.344
H -1.85338 4.48564 -3.36290 -0.1 0.0 0.0 0.297
H -0.20175 5.12970 -3.63074 0.0 -0.1 -0.2 0.289
H -1.60788 6.10743 -4.04917 0.0 -0.1 0.1 0.272
```
Positions in Å, forces in eV/Å.

# 2
This record from the Open Molecules 2025 dataset describes 13 unconnected molecules or ions with the total composition C34H96N2O15 at a distorted geometry. The level of theory is ωB97M-V/def2-TZVPD.

ΔE to the lowest compared entry with this formula, charge and spin in kcal/mol: 0.0
Charge: 0
Frontier orbital gap in Eh: 0.318
Highest occupied orbital energy in eV: -8.5

The geometry in XYZ format:
```
147
Properties=species:S:1:pos:R:3:forces:R:3:mulliken_charge:R:1
C 31.21017 7.58925 28.51223 -1.5 0.8 1.0 -0.844
C 32.54736 7.89761 28.01948 1.8 -0.7 0.0 -0.255
O 32.81228 7.11545 26.87095 0.1 -0.1 -1.0 -0.529
H 30.58065 8.11511 27.79440 -0.8 -0.6 0.2 0.207
H 31.06687 8.07748 29.47618 -0.1 0.3 0.1 0.316
H 30.92610 6.55552 28.70921 0.3 -0.1 -0.6 0.290
H 33.35299 7.61785 28.69830 -0.1 0.2 0.4 0.225
H 32.61090 8.96808 27.82409 0.2 0.1 -0.1 0.294
H 32.88600 7.67225 26.09240 0.0 0.0 0.0 0.296
C 23.31517 6.09343 25.20191 0.4 -0.1 0.3 -0.936
C 22.14916 5.25061 24.71281 1.0 0.3 0.4 -0.228
O 21.39138 5.91150 23.72320 -0.6 -0.1 0.2 -0.534
H 24.13573 6.03017 24.48722 0.1 0.4 -0.1 0.322
H 23.70078 5.69716 26.14126 0.1 -0.2 0.0 0.272
H 23.04448 7.12543 25.42508 -0.1 0.0 -0.3 0.287
H 21.55948 5.01298 25.59821 -0.6 0.0 -0.5 0.299
H 22.58143 4.32654 24.32899 -0.2 -0.3 0.0 0.215
H 21.95840 6.11681 22.97623 0.1 0.0 0.0 0.306
C 26.52575 5.80888 35.03064 0.5 -0.8 -0.4 -0.985
C 26.06818 6.88350 35.95560 0.1 1.3 0.3 -0.205
O 25.62316 6.39547 37.19433 -0.3 -0.7 0.5 -0.511
H 25.73014 5.11726 34.75360 -0.3 0.1 0.0 0.295
H 27.28909 5.20200 35.51758 0.1 0.0 0.1 0.318
H 26.96645 6.15957 34.09742 -0.1 0.3 0.0 0.291
H 25.28891 7.52744 35.54795 -0.1 -0.1 -0.5 0.245
H 26.86789 7.56819 36.23801 0.3 -0.1 -0.3 0.261
H 25.04222 5.65876 36.99096 -0.2 -0.1 0.3 0.293
C 28.59288 -0.15799 23.79426 -0.6 -0.8 -0.2 -1.052
C 28.40979 -0.10375 22.26844 2.2 -1.3 1.9 -0.264
O 27.64015 0.96836 21.94081 -1.1 1.8 -0.8 -0.481
H 29.20953 0.64801 24.19199 -0.3 0.2 -0.2 0.277
H 29.09182 -1.08055 24.09097 0.1 -0.1 -0.2 0.390
H 27.61509 -0.19762 24.27432 0.0 0.3 0.2 0.282
H 28.01723 -1.02671 21.84165 -0.1 -0.3 0.2 0.295
H 29.43629 0.03343 21.92847 0.2 -0.1 -0.6 0.254
H 27.83186 1.11970 21.01240 -0.4 0.4 -0.1 0.313
C 25.22642 10.27990 27.95901 0.2 0.7 0.4 -1.098
C 26.35797 9.28408 28.13306 -0.4 -0.5 -0.8 -0.161
O 26.82203 9.18909 29.45708 0.0 0.4 0.3 -0.512
H 24.48960 10.14516 28.75086 -0.3 -0.4 -0.3 0.277
H 24.78872 10.28695 26.96077 -0.1 -0.4 0.1 0.345
H 25.54707 11.31107 28.10717 0.4 0.1 0.0 0.359
H 27.22229 9.51353 27.50984 -0.1 0.0 -0.5 0.295
H 25.99279 8.29425 27.85925 0.1 -0.1 0.0 0.206
H 27.21068 10.05894 29.57501 0.2 0.0 0.8 0.300
C 20.75120 0.73235 27.52793 -1.3 0.4 -0.5 -0.973
C 22.18719 0.86332 27.25809 2.0 -0.7 1.0 -0.147
O 22.72378 1.52372 28.39724 0.3 0.5 0.2 -0.425
H 20.56728 -0.04168 28.27301 0.0 -0.1 -0.2 0.144
H 20.24969 0.52520 26.58259 -0.4 -0.2 0.2 0.352
H 20.35956 1.65610 27.95385 -0.1 0.1 -0.2 0.267
H 22.57235 1.31027 26.34158 -0.7 0.5 -0.2 0.365
H 22.61471 -0.13934 27.26134 0.1 -0.4 -0.3 0.225
H 23.63613 1.76258 28.21790 0.2 0.0 0.1 0.191
C 27.16367 3.15492 30.22953 0.9 1.5 -1.0 -1.025
C 27.57077 3.31525 28.72894 -0.8 -1.8 0.7 -0.118
O 26.49503 2.66398 28.00752 -0.1 0.5 0.2 -0.485
H 27.02828 2.13161 30.57970 -0.2 0.1 -0.3 0.305
H 26.30551 3.81138 30.37345 -0.4 -0.5 0.1 0.159
H 27.92885 3.64625 30.83052 0.3 -0.2 0.2 0.367
H 28.47434 2.75581 28.48665 0.3 0.0 0.2 0.244
H 27.75269 4.35384 28.45265 -0.4 0.1 0.0 0.287
H 26.57320 2.77472 27.05714 0.3 0.2 -0.1 0.245
C 32.48416 5.33523 32.38269 -0.6 -0.5 2.3 -0.900
C 33.16806 4.58796 33.60826 0.7 -0.1 -1.2 -0.280
O 33.05089 5.25274 34.84647 -0.5 1.0 0.1 -0.531
H 32.89800 6.31145 32.13001 0.6 -0.3 -0.1 0.279
H 31.49846 5.58179 32.77728 -0.3 0.0 -0.2 0.279
H 32.31985 4.67922 31.52785 0.4 0.1 0.0 0.292
H 34.21941 4.42957 33.36805 0.2 0.1 -0.1 0.306
H 32.77640 3.58838 33.79672 -0.5 -0.1 -0.7 0.245
H 33.84699 5.16894 35.37637 0.0 -0.1 -0.2 0.311
C 22.32547 5.50606 31.37743 -0.8 -0.6 -0.8 -1.146
C 23.04106 6.57881 30.50938 0.6 -1.6 1.0 0.065
O 23.76251 7.43124 31.34875 -0.1 1.3 1.0 -0.541
H 21.73754 4.89554 30.69208 0.1 -0.3 -0.3 0.313
H 21.54413 5.78659 32.08377 0.2 1.1 0.0 0.363
H 22.89201 4.78305 31.96427 0.8 0.3 -0.3 0.282
H 22.31884 7.05749 29.84805 -0.1 0.4 0.2 0.221
H 23.79802 6.11359 29.87796 -0.4 -0.6 -0.4 0.131
H 24.64313 7.65228 31.03689 -0.1 -0.1 -0.4 0.300
C 28.43664 -1.99451 28.46410 -0.7 0.3 0.4 -0.948
C 27.03409 -2.49646 28.09543 0.6 -0.4 0.1 -0.189
O 26.71379 -3.74005 28.77117 0.0 0.9 -0.4 -0.527
H 29.28113 -2.62884 28.19475 -0.2 -0.3 0.1 0.358
H 28.36341 -1.84472 29.54127 0.6 -0.1 0.1 0.301
H 28.65246 -1.01322 28.04148 -0.2 0.1 -0.2 0.264
H 26.91370 -2.58901 27.01606 -0.1 -0.2 -0.1 0.255
H 26.31390 -1.75132 28.43336 -0.1 -0.2 0.1 0.195
H 27.31993 -4.41065 28.44792 0.1 -0.1 0.0 0.295
C 29.84711 4.77458 24.09480 0.0 1.0 -1.0 -1.000
C 28.33429 5.00585 23.97477 1.0 -0.5 1.2 -0.223
O 27.67593 3.77940 24.23989 -0.9 0.1 -0.1 -0.416
H 30.14626 4.10140 24.89819 -0.3 0.2 0.0 0.245
H 30.31934 5.75061 24.20644 0.2 0.0 0.4 0.335
H 30.26713 4.42155 23.15296 -0.1 -0.4 0.0 0.330
H 28.05539 5.53195 23.06179 -0.1 -0.4 -0.4 0.269
H 28.02313 5.67829 24.77421 -0.1 -0.1 0.2 0.241
H 27.72241 3.17039 23.49925 0.1 0.0 -0.3 0.210
C 33.20882 0.28526 29.63657 -1.5 -0.9 0.4 -0.714
O 33.55817 -0.86051 28.88206 1.1 0.6 -0.7 -0.365
C 33.77427 -0.49981 27.51052 -0.2 -1.2 0.1 -0.415
C 34.08540 -1.76988 26.70062 0.8 -0.3 0.1 -0.674
N 34.74301 -1.49582 25.39251 0.4 -0.7 1.9 -0.280
C 34.03064 -0.56126 24.62542 0.2 1.8 -1.5 -0.528
C 34.63272 -0.33878 23.21909 0.6 -0.8 0.0 -0.735
O 35.60694 0.75152 23.01336 -2.5 -1.3 0.1 -0.383
C 36.85313 0.48926 23.61569 -0.1 -0.1 0.0 -0.626
H 32.26391 0.64314 29.22771 -0.2 0.5 0.0 0.269
H 33.88903 1.13105 29.73678 0.6 -0.3 -0.4 0.302
H 32.96885 -0.10294 30.62643 0.2 0.2 0.1 0.300
H 34.58039 0.22849 27.42195 0.0 0.2 -0.1 0.341
H 32.82381 -0.12084 27.13488 0.0 0.6 -0.1 0.321
H 33.17380 -2.36433 26.63972 -0.5 0.1 -0.5 0.296
H 34.73721 -2.42939 27.27358 0.3 0.3 0.1 0.380
H 34.82009 -2.35343 24.86463 0.1 -0.2 0.1 0.228
H 34.08631 0.44061 25.05115 -0.3 0.0 0.5 0.268
H 32.98789 -0.86059 24.51974 -0.5 0.2 -0.2 0.507
H 33.77001 -0.37465 22.55384 0.3 1.5 -0.5 0.405
H 35.08656 -1.28366 22.92020 0.7 -0.2 0.1 0.347
H 37.41457 1.41763 23.51069 0.1 -0.1 0.2 0.242
H 37.37625 -0.31697 23.10147 0.1 -0.1 -0.2 0.268
H 36.73434 0.18322 24.65508 0.1 0.2 0.2 0.245
C 22.88073 -1.11485 31.83284 -0.1 0.1 -0.6 -0.486
O 22.39107 -0.94585 33.11992 -0.6 0.0 0.6 -0.375
C 21.58501 0.20577 33.31952 0.5 -0.3 1.7 -0.759
C 20.18566 0.19483 32.76090 0.1 0.3 -0.8 -0.495
N 19.50807 -1.03591 33.08923 -1.1 0.0 0.3 -0.296
C 18.06220 -1.04183 32.76310 0.7 -0.4 -0.2 -0.636
C 17.50048 -2.48347 32.76885 0.3 0.4 0.1 -0.551
O 18.29347 -3.36651 31.97642 -0.4 -0.2 0.6 -0.361
C 18.04649 -3.30674 30.60463 0.2 0.5 -0.7 -0.630
H 22.07019 -1.12265 31.10409 -0.1 0.1 -0.3 0.170
H 23.37788 -2.08295 31.77177 0.1 0.1 0.1 0.239
H 23.56302 -0.30241 31.58284 0.2 0.0 -0.2 0.270
H 22.15826 1.11713 33.14949 -0.1 0.2 -0.7 0.449
H 21.44044 0.20841 34.39988 0.0 -0.1 0.2 0.287
H 20.18175 0.39968 31.69033 0.0 -0.1 -0.5 0.275
H 19.68388 1.06664 33.18073 -0.2 -0.1 0.3 0.422
H 19.95979 -1.79064 32.59281 0.0 -0.2 0.1 0.301
H 17.87189 -0.58468 31.79207 0.1 -0.1 -0.6 0.310
H 17.49799 -0.36950 33.40943 0.1 -0.3 0.6 0.408
H 16.46272 -2.46994 32.43572 -0.1 0.0 -0.3 0.390
H 17.46378 -2.93361 33.76088 0.4 0.2 0.1 0.290
H 18.31674 -2.32753 30.20939 0.2 0.2 -0.2 0.222
H 17.00849 -3.45421 30.30646 -0.3 -0.2 0.4 0.309
H 18.64454 -4.06339 30.09679 0.1 0.0 0.2 0.253
```
Positions in Å, forces in eV/Å.

# 3
This record from the Open Molecules 2025 dataset describes a molecular structure, C14H26N4O11P2SSb2W at a distorted geometry. The level of theory is ωB97M-V/def2-TZVPD.

ΔE to the lowest compared entry with this formula, charge and spin in kcal/mol: 5.5
Multiplicity: 3
Charge: 0
Frontier orbital gap (alpha / beta) in Eh: 0.282 / 0.317
Highest occupied orbital energy (alpha / beta) in eV: -7.7 / -8.9

The geometry in XYZ format:
```
61
Properties=species:S:1:pos:R:3:forces:R:3:mulliken_charge:R:1
W -1.00507 0.17040 1.19785 0.8 -0.5 -0.3 1.665
O 1.17400 -0.72332 3.97348 0.1 0.0 -0.1 -0.624
S -0.10255 -0.07172 3.83198 -0.1 0.2 0.0 1.158
O -0.75881 0.32364 5.02976 -0.1 0.0 -0.1 -0.646
O -1.01131 -0.98076 2.94055 -0.2 0.1 0.1 -0.945
O -0.02038 1.07620 2.79108 -0.1 -0.2 0.4 -0.593
O -3.42993 1.08074 3.18364 -0.2 0.0 -0.1 -0.366
P -4.00729 1.11873 1.69697 0.3 0.0 0.1 0.458
O -5.43112 0.89280 1.49603 0.0 0.0 0.0 -0.785
O -3.02411 0.14594 0.98209 -0.4 0.1 0.2 -0.593
O -3.59203 2.60673 1.18160 0.1 -0.1 0.0 -0.341
P -2.10792 3.24502 1.36032 -0.2 -0.1 0.0 0.423
O -2.12445 4.40078 0.26740 0.0 0.0 0.0 -0.540
O -1.84495 3.75822 2.69693 0.0 0.0 0.0 -0.702
O -1.17744 2.13939 0.77787 0.1 0.1 -0.1 0.359
H -3.57009 1.87756 3.71185 0.1 0.0 0.0 0.317
H -2.52883 4.13834 -0.56614 0.0 0.0 0.0 0.336
C 2.42218 1.99455 0.36563 0.0 0.0 0.0 -1.335
Sb 1.83287 -0.01635 0.69240 -0.1 0.1 -0.1 0.646
C 3.41808 -0.67790 1.93285 0.0 -0.1 0.0 -1.389
C 2.49469 -0.92964 -1.16306 0.0 0.0 0.0 -1.490
C 2.52264 0.05387 -2.29028 0.0 0.0 0.0 0.587
C 3.66891 0.82746 -2.47552 0.0 0.0 0.0 -0.546
C 3.73954 1.80396 -3.45243 0.0 0.0 0.0 -0.726
C 2.64834 2.02264 -4.27928 0.0 0.0 0.0 -0.724
C 1.51268 1.24758 -4.12340 0.0 0.0 0.0 -0.638
C 1.43022 0.25936 -3.14272 0.0 0.0 0.1 0.875
C 0.17382 -0.54874 -3.03422 -0.1 0.0 -0.2 -1.462
Sb -1.24654 0.24638 -1.64299 -0.4 0.1 -0.1 0.946
C -2.95060 -0.88635 -2.22698 0.1 0.0 0.0 -1.251
C -1.70088 2.10842 -2.56684 0.1 0.0 0.1 -1.418
H 3.50127 2.10628 0.28019 0.0 -0.1 0.0 0.438
H 2.05188 2.57702 1.20832 0.0 0.0 0.0 0.477
H 1.95184 2.34864 -0.55090 0.0 0.0 0.0 0.275
H 4.36091 -0.43155 1.44532 0.0 0.0 0.0 0.458
H 3.33452 -1.75345 2.07404 0.0 0.0 0.0 0.400
H 3.33735 -0.19335 2.90034 0.0 0.0 0.0 0.427
H 1.84752 -1.78418 -1.35401 0.0 0.0 0.0 0.400
H 3.49728 -1.31202 -0.96948 0.0 0.0 0.0 0.682
H 4.52202 0.65515 -1.82839 0.0 0.0 0.0 0.419
H 4.64180 2.38961 -3.56917 0.0 0.0 0.0 0.410
H 2.68600 2.78220 -5.04874 0.0 0.0 0.0 0.411
H 0.66629 1.39823 -4.78458 0.0 0.0 0.0 0.352
H 0.34554 -1.58795 -2.75657 0.0 0.0 0.0 0.618
H -0.35006 -0.55390 -3.99211 0.0 0.0 0.0 0.706
H -3.25319 -0.62229 -3.23899 0.0 0.0 0.0 0.442
H -3.75381 -0.69120 -1.51936 0.0 0.0 0.0 0.333
H -2.70481 -1.94709 -2.18979 0.0 0.0 0.0 0.354
H -1.91989 1.94870 -3.62142 0.0 0.0 0.0 0.485
H -0.87572 2.81146 -2.46614 0.0 0.0 0.0 0.424
H -2.58295 2.51384 -2.07173 0.0 -0.1 0.0 0.309
N -0.41714 -5.94248 2.50688 0.0 0.0 0.1 -0.368
C -0.62323 -4.63693 2.28136 0.0 0.0 -0.2 0.602
N -0.67720 -3.78650 3.29502 0.0 0.0 0.2 -0.192
N -0.75576 -4.27789 1.00014 0.0 -0.2 0.0 -0.871
C -0.96992 -3.03661 0.75171 -0.1 0.2 0.1 0.777
N -1.16515 -1.91497 0.52023 0.1 0.2 0.0 -0.271
H -0.31457 -6.31433 3.43248 0.0 0.0 0.0 0.195
H -0.40323 -6.56343 1.71862 0.0 0.0 0.0 0.250
H -0.55601 -4.10509 4.24112 0.0 0.0 0.0 0.236
H -0.82527 -2.77984 3.15918 0.0 0.0 0.0 0.165
```
Positions in Å, forces in eV/Å.

# 4
This record from the Open Molecules 2025 dataset describes 2 unconnected molecules or ions with the total composition C4H8O2. The level of theory is ωB97M-V/def2-TZVPD.

ΔE to the lowest compared entry with this formula, charge and spin in kcal/mol: 86.4
Charge: 0
Frontier orbital gap in Eh: 0.344
Highest occupied orbital energy in eV: -8.6

The geometry in XYZ format:
```
14
Properties=species:S:1:pos:R:3:forces:R:3:mulliken_charge:R:1
C -0.26425 1.81144 -0.16041 -0.1 0.0 0.0 -1.257
C 0.32671 0.45009 -0.43238 -0.1 -0.1 -0.1 0.710
O 0.18622 -0.08259 -1.52494 0.1 0.2 0.4 -0.670
C 1.09852 -0.22251 0.68210 0.1 0.0 0.0 -0.821
C -1.29890 -2.04015 0.44291 -0.1 0.0 -0.4 -0.377
O -0.67606 -2.45041 -0.61781 -0.2 0.0 0.1 -0.244
H -0.64938 1.87923 0.86195 0.1 0.0 -0.1 0.332
H 0.52046 2.57050 -0.26973 -0.1 -0.1 0.0 0.358
H -1.05623 2.02087 -0.88247 0.1 0.0 0.1 0.354
H 1.92292 -0.80494 0.26360 -0.1 0.1 0.0 0.318
H 1.46461 0.49479 1.42013 0.0 0.0 -0.1 0.349
H -1.55731 -0.94984 0.27837 0.0 -0.2 0.0 0.189
H 0.45288 -0.93439 1.21820 0.1 0.2 -0.1 0.332
H -0.47019 -1.74208 -1.27953 0.0 0.0 0.1 0.427
```
Positions in Å, forces in eV/Å.

Question: The highest charge belongs to which entry?
Answer: C10H20FN2O8S